# 1
The ion C3H7N2 with charge +1. Source: the OMol25 dataset; level of theory: the ωB97M-V functional and the def2-TZVPD basis.

```
12
Properties=species:S:1:pos:R:3:forces:R:3
C 0.1951 1.4008 -0.3038 0.17 -1.15 -0.13
N -0.6957 0.8835 -1.0282 -0.68 -0.66 -1.01
C -0.8774 -0.5692 -0.8698 -1.87 1.32 3.40
N -0.0424 -0.8632 0.3737 1.26 1.60 1.78
C 0.7907 0.5269 0.7818 -1.74 -1.16 -1.01
H 0.6230 2.3791 -0.5024 -0.46 0.20 0.20
H -1.9122 -1.0053 -0.5476 1.50 1.48 -1.22
H -0.4994 -1.0599 -1.7113 0.61 -0.81 -1.20
H 0.6151 -1.5760 0.2981 2.40 -1.33 -1.58
H -0.4587 -1.3702 1.1567 -1.41 1.23 0.37
H 1.8716 0.3393 0.6032 -0.76 0.07 0.81
H 0.3904 0.9143 1.7495 0.98 -0.78 -0.42
```
Positions in Å, forces in eV/Å.

Multiplicity   1
LUMO level   -3.8161 eV
Energy   -227.7026 hartree
Charge   +1
Energy relative to the best compared isomer or geometry (same formula, charge and spin)   32.49 kcal/mol
Kohn-Sham gap   11.383 eV

=====

# 2
A structure of composition C6H24F2N12O6Sr. Source: the OMol25 dataset; level of theory: the ωB97M-V functional and the def2-TZVPD basis.

```
51
Properties=species:S:1:pos:R:3:forces:R:3
Sr 0.4032 0.2795 -0.2923 0.53 0.26 0.45
F 2.1313 -2.1215 2.7018 -0.41 0.62 -0.95
F 0.5056 4.4160 -2.0508 -0.08 -0.91 0.43
C 0.1787 4.8261 4.0032 -0.98 -1.97 -0.84
O 0.2240 3.6812 3.6808 -0.61 -4.17 0.83
N -0.4098 5.4498 4.9920 -1.86 -0.04 4.59
N 0.5522 5.6938 3.1680 3.30 5.96 -4.38
H -0.1757 6.4174 5.1622 -0.44 -0.42 0.25
H -0.7814 4.8805 5.7389 0.25 0.37 0.14
H 0.8511 5.4975 2.2234 0.23 -0.20 0.44
H 0.8505 6.5443 3.6237 0.09 0.38 -1.22
C -0.9355 -6.1461 -0.8694 -4.84 7.82 -0.46
O -1.2075 -4.9149 -1.0804 0.29 -2.26 0.07
N -1.7754 -7.0332 -0.5009 -4.50 -3.19 0.95
N 0.2041 -6.5955 -0.8752 10.28 -1.56 -0.88
H -2.7495 -6.8360 -0.6808 0.12 -0.49 0.17
H -1.3761 -7.9604 -0.5342 -1.23 -0.18 0.15
H 0.9177 -5.8940 -1.0123 0.20 -0.33 -0.01
H 0.5213 -7.5312 -0.6655 -0.32 0.34 0.01
C 4.7143 -3.2770 -2.3486 -0.42 0.57 2.37
O 4.0153 -2.3549 -2.6191 -2.32 2.61 -0.45
N 4.9687 -3.7302 -1.1213 -0.55 0.09 3.09
N 5.3839 -3.9578 -3.1834 3.38 -3.42 -5.05
H 4.4407 -3.2834 -0.3853 0.24 -0.37 0.23
H 5.4297 -4.6145 -0.9618 -0.34 0.40 0.21
H 5.3980 -3.7438 -4.1704 -0.07 0.04 0.34
H 6.0659 -4.6123 -2.8276 -0.11 0.18 -0.58
C -4.1915 1.2440 -4.6677 2.78 -5.09 1.65
O -3.2115 0.7257 -4.1216 -0.43 -0.12 -0.20
N -4.4546 2.4715 -4.6680 -0.28 7.26 0.44
N -5.1831 0.6321 -5.2948 -2.48 -2.09 -2.02
H -5.2770 2.7779 -5.1678 0.58 0.74 0.61
H -3.8243 3.1116 -4.2062 -0.21 0.09 -0.30
H -5.7527 1.3008 -5.7934 -0.42 -1.20 -0.18
H -5.4015 -0.3507 -5.3745 0.61 0.36 0.12
C 6.4633 2.1883 2.0392 -1.08 1.36 -0.07
O 5.6485 2.0831 1.1875 -1.90 -0.42 -4.09
N 6.1503 1.6953 3.2166 0.56 -1.28 3.02
N 7.5001 3.0092 2.0145 2.89 1.16 0.41
H 5.3025 1.1496 3.1565 0.38 -0.34 0.55
H 6.9411 1.4606 3.7994 -0.69 -0.47 0.47
H 7.8939 3.4290 1.1846 -0.42 -0.34 0.15
H 8.0094 3.0967 2.8822 0.16 0.26 -0.45
C -6.3197 0.8246 1.2084 4.84 -0.05 1.37
O -5.1193 0.6519 1.1191 1.29 -0.03 -0.69
N -7.2255 0.1220 0.6704 -3.82 -3.66 -3.58
N -6.8725 1.6479 2.0310 -2.24 4.15 3.44
H -6.9732 -0.5830 -0.0074 -0.48 0.19 0.16
H -8.1628 0.3841 0.9403 0.00 -1.10 -0.99
H -6.4028 2.2111 2.7254 0.09 -0.27 -0.47
H -7.8823 1.6373 2.0116 0.42 0.75 0.74
```
Positions in Å, forces in eV/Å.

Multiplicity   1
LUMO level   -2.5377 eV
Energy   -1581.8172 hartree
Energy relative to the best compared isomer or geometry (same formula, charge and spin)   290.05 kcal/mol
Kohn-Sham gap   4.474 eV

=====

# 3
A cluster of 11 separate species, C5H32NO13 in total. Source: the OMol25 dataset; level of theory: the ωB97M-V functional and the def2-TZVPD basis.

```
51
Properties=species:S:1:pos:R:3:forces:R:3
C 1.8742 -2.6753 -1.7270 -0.94 -1.45 1.65
N 0.5569 -2.1171 -1.9981 0.39 1.73 -0.10
C -0.2018 -1.4712 -0.8570 -1.25 -2.85 -1.63
C 0.6276 -0.3280 -0.2963 -1.87 -0.78 1.16
C -0.0743 0.3865 0.9474 1.20 0.41 -2.35
O 1.0024 0.4355 1.8887 0.91 1.28 1.47
C -1.5500 -1.0836 -1.5799 1.96 0.45 -0.23
O -2.6531 -1.0349 -0.6937 0.33 0.02 0.25
H 2.4116 -2.8138 -2.6246 0.12 -0.60 -1.44
H 1.5442 -3.6420 -1.2819 1.37 0.26 -0.01
H 2.6677 -2.1764 -1.1380 -0.88 0.34 0.55
H 0.7553 -1.3575 -2.6487 -0.51 0.10 -0.18
H -0.5881 -2.3541 -0.2232 1.43 1.54 0.00
H 1.5005 -0.7394 0.1715 0.64 -0.43 -0.31
H 0.9273 0.3379 -1.1489 -0.54 -0.27 1.10
H -0.8516 -0.2319 1.4288 -0.02 -0.02 -0.48
H -1.8787 -1.9276 -2.2400 1.21 1.11 -0.27
H -1.1523 -0.0755 -2.0432 -2.09 -1.88 0.27
H 0.8211 -2.7943 2.1321 0.14 -0.93 -0.27
H 1.5624 -4.0682 1.6724 -0.60 0.31 0.02
O 0.6729 -3.6708 1.6861 0.57 0.29 0.14
H -2.5060 0.7720 3.7730 -0.45 0.39 -0.36
H -1.5320 -0.3690 3.4472 -0.31 0.02 -0.21
O -1.9523 0.1116 4.1640 0.86 -0.33 1.00
H -3.0094 -0.1634 -0.7505 -0.65 1.02 -0.19
H -2.4628 2.6448 -0.5511 -0.73 -1.09 -0.13
O -2.8290 1.7189 -0.6089 2.33 0.00 -0.09
H 3.0310 1.7284 -0.1658 0.07 0.11 -0.10
H 1.9766 1.2741 -2.4014 1.07 0.26 -0.38
O 1.7451 2.6272 -0.2360 -1.42 -0.72 0.11
H -3.6567 -0.6640 1.0059 0.10 -0.28 -0.35
H -2.8625 0.2777 1.8664 0.23 0.69 -0.35
O -3.2951 -0.5654 1.8836 -0.59 -0.45 0.85
H 0.7843 2.2612 0.1409 0.73 0.66 -0.53
H 1.8833 3.5537 -0.0935 -0.26 0.64 0.20
O -0.4696 1.6354 0.5880 0.36 -0.64 0.58
H 3.1976 0.3283 0.3562 1.28 1.22 -1.03
H 1.1108 1.3420 2.2379 -0.36 -0.51 -0.42
O 3.7127 1.0223 -0.1657 -0.66 -1.77 1.23
H 3.4211 1.6732 -2.9267 -0.82 -0.42 0.35
H -1.9181 1.2324 -0.4536 -1.74 1.56 -0.01
O 2.5932 1.2146 -3.1625 -0.29 0.22 -0.02
H -2.2741 2.6506 1.2054 -0.32 -0.93 -0.06
H -1.0402 3.3762 1.4877 0.75 -0.23 -0.03
O -1.9424 3.5339 1.2426 -0.90 2.00 0.42
H -0.1182 1.5401 -4.0814 -2.24 -0.91 0.94
H -1.6495 1.5614 -3.4483 0.69 0.18 -0.20
O -0.9236 0.9985 -3.7635 1.77 1.01 -0.98
H 0.3744 -1.5751 3.6511 0.50 -0.56 0.40
H 1.3261 -0.7133 2.9511 0.45 -0.99 0.02
O 1.3109 -1.6266 3.3816 -1.00 1.22 0.01
```
Positions in Å, forces in eV/Å.

Multiplicity   1
LUMO level   2.6343 eV
Energy   -1242.5645 hartree
Charge   -1
Energy relative to the best compared isomer or geometry (same formula, charge and spin)   136.98 kcal/mol
Kohn-Sham gap   8.436 eV

=====

# 4
A structure of composition C4H16FN8O4Y. Source: the OMol25 dataset; level of theory: the ωB97M-V functional and the def2-TZVPD basis.

```
34
Properties=species:S:1:pos:R:3:forces:R:3
Y 17.4752 -4.2548 21.1478 3.42 -0.61 1.19
F 19.3256 -2.9006 21.5851 -2.28 -0.49 -0.70
C 21.8160 -3.4238 18.1413 -4.26 -0.36 -0.28
O 22.9066 -3.2827 17.5582 1.52 -0.23 -0.97
N 20.7478 -4.1402 17.7322 0.12 -2.17 -2.11
N 21.3864 -2.7236 19.1346 1.99 2.11 2.27
H 20.1647 -4.5479 18.4490 0.26 -0.05 -0.08
H 20.6205 -4.5586 16.8218 0.63 -0.18 -0.16
H 20.4135 -2.8415 19.3788 0.37 0.71 0.21
H 21.9835 -1.9860 19.4805 -0.18 0.10 0.98
C 20.2971 -6.2374 22.0822 5.66 -3.30 2.68
O 19.2973 -5.7872 21.6485 -7.83 4.05 -3.50
N 21.4900 -5.6852 21.8625 -0.13 1.21 -0.60
N 20.3056 -7.3718 22.7537 -0.41 -0.87 0.96
H 21.3706 -4.7875 21.4153 0.90 0.10 0.33
H 22.3175 -5.9338 22.3855 -0.01 0.16 -0.27
H 19.4152 -7.8118 22.9372 0.25 -0.13 0.14
H 21.1031 -7.6346 23.3150 -0.15 -0.29 -0.16
C 22.5531 -1.6769 22.8991 2.97 0.70 1.25
O 23.6653 -1.4229 23.2898 0.27 0.50 -0.46
N 21.8934 -1.1356 21.8744 -0.68 1.52 -2.78
N 21.7863 -2.5556 23.4806 -1.79 -2.85 1.87
H 22.0845 -0.1523 21.7452 -0.31 0.01 -0.36
H 20.9695 -1.5398 21.8186 0.03 1.08 -0.64
H 20.8774 -2.7108 23.0683 0.24 -0.87 0.86
H 22.2425 -3.1146 24.1873 -0.59 -0.20 0.05
C 18.4801 0.6363 22.5461 0.50 -3.78 -0.21
O 18.1976 1.6414 23.1463 -1.11 5.72 2.60
N 18.0918 0.3838 21.3636 -1.34 0.80 -3.87
N 19.0017 -0.3428 23.1857 1.81 -1.87 2.03
H 18.1575 -0.5678 21.0316 -0.02 0.52 -0.34
H 17.6877 1.1503 20.8446 -0.23 -0.36 -0.60
H 19.1626 -1.1680 22.6259 0.32 -0.38 0.54
H 19.4289 -0.2069 24.0907 0.06 -0.29 0.12
```
Positions in Å, forces in eV/Å.

Multiplicity   2
LUMO level (spin up / spin down)   -11.3771 / -13.7852 eV
<S²>   1.76
Energy   -1038.0873 hartree
Charge   +3
Kohn-Sham gap (spin up / spin down)   6.040 / 3.629 eV